(1)
{"formula": "C3H7O2S2", "method": "the ωB97M-V functional and the def2-TZVPD basis", "gap_ev": 7.88, "homo_energy_ha": -0.1632, "total_charge": -1, "de_lowest_kcal_mol": 0.0, "symbols": ["O", "C", "O", "C", "H", "H", "H", "C", "S", "S", "H", "H", "H", "H"], "xyz": [[-0.572, 0.675, 0.605], [0.590, 0.554, 1.073], [1.504, -0.128, 0.546], [0.894, 1.241, 2.380], [1.909, 1.048, 2.713], [0.666, 2.309, 2.284], [0.247, 0.775, 3.124], [-1.429, -0.422, -2.160], [-0.146, -1.558, -2.790], [0.424, -2.547, -1.048], [-2.358, -0.957, -1.864], [-1.666, 0.257, -2.998], [-1.077, 0.149, -1.270], [1.014, -1.394, -0.595]], "nbo_charge": [-0.789, 0.766, -0.781, -0.722, 0.200, 0.206, 0.207, -0.774, 0.013, -0.261, 0.197, 0.196, 0.300, 0.239]}

(2)
{"formula": "C3H7O3", "method": "the ωB97M-V functional and the def2-TZVPD basis", "gap_ev": 3.40, "homo_energy_ha": -0.0700, "total_charge": -1, "de_lowest_kcal_mol": 100.7, "symbols": ["O", "C", "O", "H", "H", "C", "O", "C", "H", "H", "H", "H", "H"], "xyz": [[2.748, -5.910, 4.021], [3.680, -5.183, 4.066], [3.536, -3.967, 4.885], [4.283, -4.848, 3.236], [2.588, -3.785, 4.846], [-1.299, 3.083, -2.787], [-0.846, 4.247, -2.312], [-2.866, 2.787, -2.581], [-0.895, 2.231, -2.224], [-1.041, 3.088, -3.926], [-3.168, 3.217, -1.597], [-3.150, 1.746, -2.384], [-3.570, 3.292, -3.243]], "nbo_charge": [-0.508, 0.625, -0.752, 0.148, 0.486, -0.007, -0.957, -0.683, 0.066, 0.064, 0.186, 0.161, 0.170]}

(3)
{"formula": "C3H7O3", "method": "the ωB97M-V functional and the def2-TZVPD basis", "gap_ev": 8.56, "homo_energy_ha": -0.1557, "total_charge": -1, "de_lowest_kcal_mol": 37.5, "symbols": ["C", "O", "H", "H", "H", "H", "C", "C", "O", "O", "H", "H", "H"], "xyz": [[1.023, 2.092, 0.899], [0.853, 2.099, -0.441], [0.650, 1.344, -1.049], [0.110, 1.630, 1.437], [1.727, 1.442, 1.410], [1.095, 3.202, 1.131], [-1.168, -2.244, -0.304], [-0.352, -0.949, -0.727], [0.202, -0.363, 0.213], [-0.221, -0.655, -1.944], [-0.679, -3.079, -0.694], [-2.178, -2.255, -0.677], [-1.062, -2.263, 0.746]], "nbo_charge": [-0.222, -0.795, 0.536, 0.158, 0.156, 0.143, -0.741, 0.776, -0.794, -0.810, 0.195, 0.193, 0.205]}

(4)
{"formula": "C3H7O3", "method": "the ωB97M-V functional and the def2-TZVPD basis", "gap_ev": 7.32, "homo_energy_ha": -0.1369, "total_charge": -1, "de_lowest_kcal_mol": 43.5, "symbols": ["C", "O", "H", "H", "H", "H", "C", "C", "O", "O", "H", "H", "H"], "xyz": [[0.419, -1.573, -1.047], [0.986, -0.730, -2.086], [1.962, -0.794, -1.890], [-0.362, -2.077, -1.632], [-0.141, -1.085, -0.194], [1.088, -2.291, -0.574], [-0.167, 1.587, 0.598], [-0.989, 0.676, 1.603], [-0.760, -0.537, 1.601], [-1.832, 1.247, 2.416], [-0.886, 2.542, 0.488], [0.031, 1.098, -0.393], [0.650, 1.936, 1.108]], "nbo_charge": [-0.311, -0.738, 0.454, 0.152, 0.262, 0.154, -0.747, 0.765, -0.779, -0.817, 0.198, 0.211, 0.197]}